(a)
DFT (the ωB97M-V functional and the def2-TZVPD basis) results for 2 unconnected molecules or ions with the total composition C4H15N3O.

lowest unoccupied orbital energy = 0.0344 hartree
E_HOMO = -8.4 eV
orbital gap = 9.31 eV

Positions of all 23 atoms, in Å:
N 1.91868 0.51692 1.79060
C 2.12513 1.14231 0.48956
C 0.77957 1.35803 -0.21570
N 0.12901 0.16675 -0.69310
C -1.19065 0.45095 -1.27459
C -1.81140 -0.89606 -1.63965
N -2.41269 -1.54941 -0.46611
H 2.74220 0.42402 2.36972
H 1.27417 1.11186 2.30384
H 2.64605 0.48958 -0.21735
H 2.54147 2.15664 0.51665
H 0.17211 1.96823 0.48044
H 0.99175 2.08665 -1.00352
H -0.00406 -0.54829 0.03117
H -0.98518 0.96446 -2.22300
H -1.79899 1.11939 -0.65647
H -1.10227 -1.60702 -2.05182
H -2.63206 -0.90119 -2.35908
H -3.25180 -1.16874 -0.07222
H -1.76497 -1.93605 0.19992
O 0.17574 -1.74667 1.59012
H 0.62844 -2.57991 1.40008
H 0.82978 -1.02245 1.70053

Need the natural (NBO) charges? In units of e they are: atom 1 (N): -0.860, atom 2 (C): -0.229, atom 3 (C): -0.209, atom 4 (N): -0.658, atom 5 (C): -0.232, atom 6 (C): -0.228, atom 7 (N): -0.885, atom 8 (H): 0.374, atom 9 (H): 0.363, atom 10 (H): 0.203, atom 11 (H): 0.174, atom 12 (H): 0.139, atom 13 (H): 0.191, atom 14 (H): 0.390, atom 15 (H): 0.178, atom 16 (H): 0.169, atom 17 (H): 0.204, atom 18 (H): 0.195, atom 19 (H): 0.363, atom 20 (H): 0.379, atom 21 (O): -0.997, atom 22 (H): 0.475, atom 23 (H): 0.502

---

(b)
DFT (the ωB97M-V functional and the def2-TZVPD basis) results for 2 unconnected molecules or ions with the total composition C4H15N3O.

lowest unoccupied orbital energy = 0.0209 hartree
E_HOMO = -8.3 eV
orbital gap = 8.92 eV

Positions of all 23 atoms, in Å:
C 1.66257 -0.63034 1.04260
C 1.42919 0.78934 0.62660
N 2.42893 1.43451 -0.34191
C 0.19449 0.91826 -0.22522
N -0.98127 0.84701 0.65926
C -2.27391 0.80531 -0.09190
N -2.51153 -0.32246 -1.02392
H 2.05920 -0.63349 2.05488
H 0.83913 -1.29953 0.91446
H 2.56878 -1.10326 0.60537
H 1.27192 1.53884 1.46501
H 2.84286 0.79245 -0.98161
H 3.18032 1.86487 0.17897
H 0.18180 1.87230 -0.70259
H 0.25232 0.10165 -1.07833
H -0.90531 0.13183 1.34985
H -2.38943 1.75744 -0.62344
H -3.11433 0.80643 0.69976
H -1.98585 -0.54478 -1.82235
H -2.67336 -1.17701 -0.51669
O -1.04207 -2.61970 -0.87835
H -0.75375 -2.99809 -0.00316
H -0.28071 -2.33158 -1.30729

Need the natural (NBO) charges? In units of e they are: atom 1 (C): -0.655, atom 2 (C): -0.078, atom 3 (N): -0.845, atom 4 (C): -0.199, atom 5 (N): -0.653, atom 6 (C): -0.056, atom 7 (N): -0.871, atom 8 (H): 0.223, atom 9 (H): 0.205, atom 10 (H): 0.222, atom 11 (H): 0.207, atom 12 (H): 0.351, atom 13 (H): 0.356, atom 14 (H): 0.211, atom 15 (H): 0.131, atom 16 (H): 0.347, atom 17 (H): 0.181, atom 18 (H): 0.187, atom 19 (H): 0.366, atom 20 (H): 0.367, atom 21 (O): -0.939, atom 22 (H): 0.474, atom 23 (H): 0.469

---

(c)
DFT (the ωB97M-V functional and the def2-TZVPD basis) results for 2 unconnected molecules or ions with the total composition C4H15N3O.

lowest unoccupied orbital energy = 0.0259 hartree
E_HOMO = -8.6 eV
orbital gap = 9.27 eV

Positions of all 23 atoms, in Å:
N -0.11518 -1.25552 -2.28604
C 0.27984 0.15460 -2.17168
C 0.48859 0.48302 -0.69438
N 1.41535 -0.45778 -0.06803
C 1.53593 -0.30884 1.36144
C 0.28512 -0.47574 2.21527
N -0.30010 0.83991 2.59734
H -1.09741 -1.39226 -2.09948
H 0.04732 -1.56921 -3.23657
H -0.48019 0.78649 -2.64794
H 1.22490 0.33450 -2.68246
H 1.13752 1.33535 -0.71537
H -0.43092 0.76570 -0.17833
H 1.30167 -1.38664 -0.44437
H 2.31223 -0.98879 1.72953
H 1.95732 0.67712 1.55750
H -0.45515 -1.13742 1.77885
H 0.54666 -0.94680 3.16580
H -1.03165 0.66061 3.27684
H -0.81891 1.24238 1.81867
O -2.89182 1.08582 -0.91437
H -1.95097 1.17712 -1.09215
H -2.96018 0.37636 -0.27008

Need the natural (NBO) charges? In units of e they are: atom 1 (N): -0.854, atom 2 (C): -0.228, atom 3 (C): -0.240, atom 4 (N): -0.638, atom 5 (C): -0.236, atom 6 (C): -0.246, atom 7 (N): -0.828, atom 8 (H): 0.357, atom 9 (H): 0.362, atom 10 (H): 0.172, atom 11 (H): 0.203, atom 12 (H): 0.202, atom 13 (H): 0.138, atom 14 (H): 0.385, atom 15 (H): 0.203, atom 16 (H): 0.198, atom 17 (H): 0.168, atom 18 (H): 0.192, atom 19 (H): 0.349, atom 20 (H): 0.341, atom 21 (O): -0.933, atom 22 (H): 0.466, atom 23 (H): 0.467

---

Of the structures shown above, (a) is the most stable.